# 1
C3H3BiLiO3 | wB97M-V/def2-TZVPD

The net charge is +2. The highest occupied orbital energy (spin up / spin down) comes out at -0.640 / -0.686 hartree. The multiplicity is 2. As for the expectation value of S²: 0.752. As for the LUMO energy (spin up / spin down): -9.863 / -10.319 eV. The calculation puts the relative energy (zero: lowest compared OMol25 entry of this formula, charge and spin) at 0.5 kcal/mol.

Last column: natural (NBO) charge in e.
Positions of all 11 atoms, in Å:
C  -1.47597  1.06750  1.95213  -0.099
C  -1.39550  -0.37356  2.24146  -0.074
O  -2.59933  0.16609  1.71893  -0.651
C  -1.32553  1.98912  0.40184  0.877
O  -2.12132  1.76321  -0.50283  -0.690
O  -0.18256  2.42883  0.40242  -0.731
Li  1.21755  2.24417  1.63073  0.989
H  -1.78019  1.75236  2.74996  0.250
H  -1.59525  -0.78633  3.23272  0.266
H  -0.94193  -1.07019  1.53077  0.235
Bi  -3.72196  0.14487  -0.04930  1.627

***

# 2
C5H13N3 | wB97M-V/def2-TZVPD

The highest occupied orbital energy comes out at -0.314 hartree. As for the LUMO energy: 1.050 eV. The SMILES is [H]/N=C/NCC[C@H](C)N. The calculation puts the relative energy (zero: lowest compared OMol25 entry of this formula, charge and spin) at 18.0 kcal/mol.

Last column: natural (NBO) charge in e.
Positions of all 21 atoms, in Å:
H  0.51587  -1.96128  4.25630  0.347
N  0.33615  -1.33536  3.48838  -0.732
C  0.62656  -1.71096  2.31915  0.299
N  0.47771  -0.87555  1.25227  -0.643
C  0.77942  -1.25070  -0.08871  -0.216
C  0.64279  -0.02562  -0.98879  -0.397
C  -0.68199  0.74930  -0.79918  -0.064
C  -1.15756  1.32862  -2.12800  -0.624
N  -0.48346  1.78833  0.23335  -0.851
H  0.86151  -2.74518  2.04729  0.138
H  0.43322  0.12280  1.41217  0.430
H  1.75722  -1.66920  -0.32449  0.184
H  0.12556  -1.96301  -0.61923  0.176
H  0.85129  -0.22106  -2.03684  0.211
H  1.41401  0.67726  -0.64264  0.197
H  -1.35489  0.01387  -0.35296  0.195
H  -1.66863  0.61470  -2.77533  0.215
H  -0.28078  1.64832  -2.70179  0.201
H  -1.77063  2.20869  -1.96146  0.209
H  -1.43319  2.00185  0.51262  0.364
H  0.00982  2.60418  -0.10208  0.361

***

# 3
C36H37N3O4Si | wB97M-V/def2-TZVPD

The highest occupied orbital energy comes out at -0.299 hartree. As for the LUMO energy: -0.415 eV. The SMILES is c1ccc([Si](c2ccccc2)(c2ccccc2)[C@@H]2CCCN2)cc1.COc1ccc(C=C2C(=O)N(C)C(=O)N(C)C2=O)cc1. The calculation puts the relative energy (zero: lowest compared OMol25 entry of this formula, charge and spin) at 11.7 kcal/mol.

Last column: Löwdin charge in e.
Positions of all 81 atoms, in Å:
C  2.09432  -4.30150  0.68622  -0.082
C  1.35655  -4.88678  -0.35139  -0.085
C  0.56884  -4.09733  -1.20070  -0.080
C  0.54129  -2.69836  -1.05072  -0.232
Si  -0.27915  -1.53200  -2.24181  0.741
C  -0.14559  -2.46127  -3.87280  -0.237
C  -1.28784  -2.91595  -4.55186  -0.086
C  -1.17390  -3.79232  -5.63842  -0.084
C  0.08530  -4.21770  -6.07417  -0.090
C  1.23166  -3.73663  -5.43186  -0.082
C  1.11704  -2.85879  -4.34531  -0.096
C  -2.06834  -1.11950  -1.95501  -0.262
C  -2.74523  -1.51884  -0.79828  -0.080
C  -4.08194  -1.14635  -0.61360  -0.083
C  -4.74764  -0.38165  -1.57884  -0.089
C  -4.06890  0.02400  -2.73244  -0.085
C  -2.73155  -0.34383  -2.91874  -0.117
C  0.52588  0.17312  -2.12324  -0.330
C  1.91273  0.17922  -2.76165  -0.190
C  2.59750  1.42571  -2.21813  -0.148
C  1.78939  1.84759  -0.98769  -0.184
N  0.69858  0.87438  -0.82889  -0.079
C  1.29544  -2.13339  -0.01846  -0.091
C  2.03581  -2.91418  0.86502  -0.071
H  2.70673  -4.90763  1.35614  0.101
H  1.39517  -5.96923  -0.50433  0.101
H  -0.00095  -4.56889  -2.00240  0.106
H  -2.27857  -2.60114  -4.22010  0.094
H  -2.07618  -4.14760  -6.13732  0.102
H  0.17257  -4.91922  -6.90669  0.102
H  2.22212  -4.04863  -5.76752  0.102
H  2.02070  -2.49948  -3.84560  0.099
H  -2.22366  -2.11736  -0.04746  0.104
H  -4.60601  -1.46181  0.28923  0.102
H  -5.79537  -0.11146  -1.43915  0.100
H  -4.57081  0.61947  -3.49570  0.101
H  -2.20312  -0.02439  -3.82213  0.107
H  -0.15090  0.80594  -2.73535  0.116
H  2.47705  -0.71116  -2.46844  0.101
H  1.81456  0.16586  -3.84898  0.115
H  3.64623  1.25486  -1.97164  0.111
H  2.54239  2.22232  -2.95729  0.105
H  2.42093  1.86593  -0.09955  0.082
H  1.38585  2.86429  -1.12630  0.122
H  -0.17247  1.32034  -0.55452  0.092
H  1.35184  -1.05066  0.07778  0.061
H  2.57079  -2.41014  1.67016  0.096
C  -5.33244  2.91615  3.53289  -0.059
O  -4.61014  1.66694  3.59846  -0.095
C  -3.50555  1.48317  2.83444  -0.266
C  -2.74197  0.32590  3.12358  0.007
C  -1.48335  0.20428  2.57994  -0.015
C  -0.96505  1.22045  1.75038  -0.222
C  0.47289  1.15426  1.46118  0.008
C  1.42491  1.80232  2.21831  -0.029
C  2.74700  1.17183  2.29210  -0.346
O  3.09622  0.21145  1.58897  0.064
N  3.60463  1.65117  3.29338  0.018
C  4.82581  0.92501  3.56289  -0.010
C  3.46853  2.90614  3.89665  -0.405
O  4.31489  3.37913  4.65330  0.079
N  2.29158  3.60038  3.58636  0.009
C  2.11924  4.81920  4.34680  -0.023
C  1.13685  2.90639  3.15079  -0.320
O  0.02162  3.25210  3.53769  0.105
C  -1.78966  2.28130  1.33355  -0.032
C  -3.07530  2.39753  1.84149  -0.007
H  -6.09501  2.78933  4.30361  0.091
H  -4.67887  3.77043  3.76831  0.099
H  -5.79768  3.04928  2.54486  0.091
H  -3.13253  -0.38418  3.85361  0.123
H  -0.82932  -0.62568  2.85252  0.129
H  0.81975  0.19098  1.07213  0.089
H  5.37207  1.50903  4.29886  0.086
H  4.58506  -0.06411  3.96362  0.102
H  5.41252  0.81116  2.64800  0.099
H  1.22995  5.32017  3.98224  0.091
H  2.02090  4.59678  5.41372  0.106
H  3.00621  5.43151  4.19843  0.095
H  -1.39337  3.05104  0.67000  0.125
H  -3.70953  3.24124  1.54687  0.109